This record from the Open Molecules 2025 dataset describes a 12-piece molecular cluster, C50H131N7O19 overall at a distorted geometry. The level of theory is the ωB97M-V functional and the def2-TZVPD basis.

Bonds (Å) are listed after each position.
Element x y z (Å)
1 H -7.627 -3.659 3.011  C195 1.106
2 C -0.451 -0.550 5.407  O37 1.445, H137 1.121, H150 1.112, C172 1.523
3 C 6.017 -0.294 -3.455  H40 1.068, C66 1.481, N191 1.475, H193 1.095
4 C -7.080 1.785 3.362  H44 1.112, N52 1.477, C82 1.544, H183 1.098
5 H -5.389 2.391 -3.927  C39 1.108
6 H -3.134 7.497 -1.441  C11 1.084
7 H -1.300 3.805 -3.624  C73 1.056
8 C 0.658 0.831 -6.297  H23 1.087, H84 1.081, O155 1.428, H184 1.096
9 H -0.950 -0.283 1.908  C68 1.127
10 H -3.404 -1.539 -0.955  C188 1.104
11 C -3.037 7.476 -0.361  H6 1.084, H103 1.113, O131 1.445, C177 1.467
12 H 4.449 3.195 2.532  C117 1.107
13 C -3.536 -2.171 3.842  H25 1.109, H71 1.083, H169 1.100, O178 1.470
14 H -6.651 0.118 -4.381  C57 1.070
15 C -3.513 2.298 -2.879  C39 1.498, N41 1.416, H48 1.108, H92 1.112
16 O -4.760 0.429 -3.477  C39 1.407, C57 1.393
17 O 1.316 0.308 -1.632  C28 1.431, C192 1.397
18 H 7.852 -4.909 2.243  C135 1.092
19 C -6.001 4.624 -0.605  O30 1.414, H64 1.124, H95 1.099, C120 1.494
20 H 7.928 -4.542 3.999  C135 1.114
21 C 6.152 -1.594 -5.564  C50 1.523, H63 1.089, H130 1.075, N191 1.474
22 C -1.706 -2.578 -0.119  H69 1.077, O132 1.415, H149 1.107, C188 1.543
23 H 1.602 1.122 -5.844  C8 1.087
24 C 3.890 -0.776 2.973  C106 1.542, H163 1.110, H182 1.130, O204 1.411
25 H -3.327 -2.772 4.749  C13 1.109
26 H 2.107 -1.849 2.344  C106 1.108
27 C -4.410 4.284 3.345  H100 1.091, O104 1.404, H127 1.094, H167 1.099
28 C 1.661 0.695 -2.966  O17 1.431, H31 1.110, H38 1.076, H83 1.098
29 H -2.241 6.281 1.189  C177 1.081
30 O -6.576 5.847 -1.020  C19 1.414, H102 0.952
31 H 1.668 1.802 -3.060  C28 1.110
32 H -2.389 2.060 4.563  C158 1.101
33 H 0.544 3.028 -4.846  C112 1.124
34 C -6.160 -3.106 0.738  C78 1.520, O125 1.503, H147 1.096, H165 1.095
35 H 6.509 -0.376 3.709  C119 1.108
36 H 3.746 -5.182 -0.230  C200 1.090
37 O -1.174 0.440 4.642  C2 1.445, C158 1.426
38 H 0.876 0.315 -3.595  C28 1.076
39 C -4.897 1.788 -3.138  H5 1.108, C15 1.498, O16 1.407, H53 1.105
40 H 7.062 -0.085 -3.526  C3 1.068
41 N -2.734 2.382 -4.058  C15 1.416, C73 1.510, H115 1.033
42 H 1.335 -3.731 -4.538  C77 1.104
43 H -7.267 3.341 -1.849  C120 1.092
44 H -8.111 1.731 3.774  C4 1.112
45 N -3.905 -3.477 -0.181  C78 1.475, H173 1.002, C188 1.431
46 H -0.795 2.296 -3.014  C73 1.086
47 O 3.239 -1.075 -5.409  C160 1.431, H197 1.005
48 H -3.084 1.611 -2.122  C15 1.108
49 H 6.524 -2.514 0.325  C170 1.087
50 C 7.655 -1.667 -5.802  C21 1.523, O138 1.421, H141 1.087, H186 1.089
51 H -2.473 -2.334 -2.711  C76 1.090
52 N -6.339 0.525 3.573  C4 1.477, H87 1.033, C206 1.442
53 H -5.540 1.901 -2.246  C39 1.105
54 H -2.937 0.907 2.606  C128 1.093
55 H 3.094 4.047 0.442  C88 1.106
56 H 1.525 -1.910 -6.204  C160 1.093
57 C -5.949 -0.271 -3.674  H14 1.070, O16 1.393, H139 1.083, H207 1.080
58 C 1.161 0.933 0.689  N62 1.458, H122 1.099, H145 1.088, C192 1.515
59 C 7.944 -0.921 -7.957  H65 1.099, H97 1.079, O138 1.356, H171 1.091
60 H -0.172 -1.445 3.470  C172 1.104
61 O -2.995 0.728 0.588  C121 1.408, C128 1.369
62 N -0.255 1.263 0.572  C58 1.458, C68 1.494, H203 1.003
63 H 5.724 -2.532 -5.915  C21 1.089
64 H -5.685 4.629 0.473  C19 1.124
65 H 6.951 -0.501 -8.169  C59 1.099
66 C 5.618 -0.394 -2.033  C3 1.481, H96 1.094, O129 1.411, H161 1.111
67 H -0.321 3.194 0.078  O85 0.965
68 C -1.001 0.837 1.795  H9 1.127, N62 1.494, H107 1.089, C128 1.470
69 H -1.093 -1.724 0.114  C22 1.077
70 H -4.794 0.639 -0.393  C121 1.081
71 H -2.657 -1.830 3.309  C13 1.083
72 H 9.121 -3.002 1.429  C164 1.112
73 C -1.290 2.774 -3.853  H7 1.056, N41 1.510, H46 1.086, C112 1.513
74 H -5.496 -1.844 5.837  C143 1.087
75 H -2.884 5.368 -0.217  C177 1.085
76 C -1.408 -2.410 -2.490  H51 1.090, H86 1.106, O132 1.416, H187 1.076
77 C 1.997 -2.864 -4.372  H42 1.104, H126 1.102, C160 1.529, H196 1.090
78 C -5.342 -3.408 -0.508  C34 1.520, N45 1.475, H93 1.109, H190 1.091
79 H -2.617 2.340 1.695  C128 1.113
80 H -4.276 7.157 1.025  O131 0.965
81 H 3.382 -3.048 -1.443  C94 1.114
82 C -6.261 2.977 3.902  C4 1.544, H99 1.098, O104 1.399, H133 1.111
83 H 2.617 0.269 -3.300  C28 1.098
84 H 0.587 -0.236 -6.460  C8 1.081
85 O -0.015 4.089 -0.112  H67 0.965, H134 0.975
86 H -0.960 -1.400 -2.446  C76 1.106
87 H -5.352 0.705 3.327  N52 1.033
88 C 4.180 4.177 0.604  H55 1.106, C117 1.508, H124 1.072, H202 1.073
89 H 5.439 -4.125 1.339  N151 0.993
90 H 6.300 -0.803 0.555  C170 1.098
91 N 1.657 -0.619 4.072  C106 1.479, C172 1.481, H180 1.030
92 H -3.611 3.312 -2.434  C15 1.112
93 H -5.467 -2.601 -1.259  C78 1.109
94 C 2.437 -3.080 -0.855  H81 1.114, O105 1.437, H110 1.087, H152 1.091
95 H -5.069 4.432 -1.156  C19 1.099
96 H 4.533 -0.413 -1.888  C66 1.094
97 H 8.284 -1.246 -8.928  C59 1.079
98 H 0.605 -2.292 4.855  C172 1.086
99 H -6.087 2.970 4.987  C82 1.098
100 H -3.415 4.172 2.911  C27 1.091
101 H -6.003 -1.879 4.154  C143 1.117
102 H -6.090 6.509 -0.538  O30 0.952
103 H -2.563 8.449 -0.105  C11 1.113
104 O -5.034 3.032 3.231  C27 1.404, C82 1.399
105 O 2.714 -3.538 0.479  C94 1.437, C200 1.474
106 C 2.560 -1.490 3.289  C24 1.542, H26 1.108, N91 1.479, H148 1.062
107 H -0.479 1.205 2.678  C68 1.089
108 H -1.432 6.233 -0.423  C177 1.079
109 H 5.547 1.133 3.736  C119 1.090
110 H 2.114 -2.046 -0.770  C94 1.087
111 C 5.940 -4.707 3.215  H123 1.084, C135 1.530, N151 1.420, H179 1.130
112 C -0.445 2.555 -5.089  H33 1.124, C73 1.513, H144 1.127, O155 1.384
113 H -2.907 1.012 5.831  C158 1.071
114 H -1.422 2.020 5.952  C158 1.095
115 H -2.847 1.525 -4.624  N41 1.033
116 H 2.908 0.943 -0.550  C192 1.075
117 C 4.778 3.104 1.479  H12 1.107, C88 1.508, O174 1.433, H176 1.101
118 H -4.818 0.145 1.309  C121 1.099
119 C 5.700 0.174 4.230  H35 1.108, H109 1.090, H185 1.081, O204 1.426
120 C -7.011 3.542 -0.807  C19 1.494, H43 1.092, H181 1.095, H199 1.089
121 C -4.397 0.859 0.588  O61 1.408, H70 1.081, H118 1.099, H205 1.104
122 H 1.718 1.596 1.366  C58 1.099
123 H 5.979 -5.556 3.888  C111 1.084
124 H 4.611 3.961 -0.354  C88 1.072
125 O -6.018 -4.214 1.743  C34 1.503, C195 1.423
126 H 1.494 -2.090 -3.771  C77 1.102
127 H -4.224 4.487 4.404  C27 1.094
128 C -2.410 1.247 1.712  H54 1.093, O61 1.369, C68 1.470, H79 1.113
129 O 6.274 -1.461 -1.384  C66 1.411, C170 1.353
130 H 5.642 -0.842 -6.137  C21 1.075
131 O -4.394 7.512 0.136  C11 1.445, H80 0.965
132 O -1.242 -3.180 -1.313  C22 1.415, C76 1.416
133 H -6.910 3.864 3.740  C82 1.111
134 H 0.433 4.285 0.731  O85 0.975
135 C 7.408 -4.312 3.042  H18 1.092, H20 1.114, C111 1.530, O142 1.409
136 H 2.971 -2.954 -6.332  C160 1.106
137 H -1.229 -1.207 5.876  C2 1.121
138 O 7.990 -2.003 -7.141  C50 1.421, C59 1.356
139 H -6.496 -0.348 -2.743  C57 1.083
140 H 1.863 2.184 -0.922  C192 1.086
141 H 8.059 -2.472 -5.193  C50 1.087
142 O 7.522 -2.937 2.756  C135 1.409, C164 1.444
143 C -5.493 -1.252 4.925  H74 1.087, H101 1.117, O178 1.444, C206 1.481
144 H -0.850 3.088 -5.996  C112 1.127
145 H 1.264 -0.098 1.021  C58 1.088
146 H 4.943 -1.895 0.078  C170 1.091
147 H -5.902 -2.112 1.120  C34 1.096
148 H 2.834 -2.433 3.694  C106 1.062
149 H -1.476 -3.208 0.761  C22 1.107
150 H 0.192 -0.016 6.140  C2 1.112
151 N 5.292 -4.882 1.964  H89 0.993, C111 1.420, C189 1.487
152 H 1.737 -3.668 -1.451  C94 1.091
153 H -7.884 -4.910 1.762  C195 1.074
154 H 9.610 -2.973 3.143  C164 1.076
155 O -0.348 1.200 -5.354  C8 1.428, C112 1.384
156 H -7.289 -0.212 5.248  C206 1.094
157 H 3.705 -6.228 2.243  C189 1.096
158 C -2.027 1.355 5.327  H32 1.101, O37 1.426, H113 1.071, H114 1.095
159 H -6.952 -5.283 3.206  C195 1.068
160 C 2.437 -2.227 -5.691  O47 1.431, H56 1.093, C77 1.529, H136 1.106
161 H 5.953 0.515 -1.487  C66 1.111
162 H -3.452 -1.719 0.801  C188 1.076
163 H 4.562 -1.519 2.495  C24 1.110
164 C 8.889 -2.598 2.438  H72 1.112, O142 1.444, H154 1.076, H194 1.094
165 H -7.225 -3.012 0.499  C34 1.095
166 H 6.552 2.523 2.072  O174 0.963
167 H -4.985 5.083 2.856  C27 1.099
168 H -5.884 0.835 5.577  C206 1.125
169 H -4.094 -2.786 3.121  C13 1.100
170 C 5.996 -1.650 -0.073  H49 1.087, H90 1.098, O129 1.353, H146 1.091
171 H 8.562 -0.086 -7.624  C59 1.091
172 C 0.399 -1.324 4.408  C2 1.523, H60 1.104, N91 1.481, H98 1.086
173 H -3.437 -4.084 -0.826  N45 1.002
174 O 6.207 3.209 1.491  C117 1.433, H166 0.963
175 H 3.346 -4.659 2.797  C189 1.099
176 H 4.436 2.113 1.143  C117 1.101
177 C -2.366 6.262 0.116  C11 1.467, H29 1.081, H75 1.085, H108 1.079
178 O -4.190 -0.967 4.373  C13 1.470, C143 1.444
179 H 5.430 -3.899 3.817  C111 1.130
180 H 2.187 -0.331 4.907  N91 1.030
181 H -6.622 2.612 -0.379  C120 1.095
182 H 3.810 0.160 2.344  C24 1.130
183 H -7.314 1.985 2.308  C4 1.098
184 H 0.498 1.320 -7.265  C8 1.096
185 H 6.007 0.277 5.262  C119 1.081
186 H 8.153 -0.731 -5.550  C50 1.089
187 H -0.963 -2.920 -3.326  C76 1.076
188 C -3.209 -2.229 -0.115  H10 1.104, C22 1.543, N45 1.431, H162 1.076
189 C 3.834 -5.177 1.959  N151 1.487, H157 1.096, H175 1.099, C200 1.536
190 H -5.684 -4.336 -0.968  C78 1.091
191 N 5.663 -1.532 -4.175  C3 1.475, C21 1.474, H201 1.002
192 C 1.854 1.135 -0.642  O17 1.397, C58 1.515, H116 1.075, H140 1.086
193 H 5.500 0.459 -4.060  C3 1.095
194 H 8.930 -1.508 2.359  C164 1.094
195 C -7.189 -4.530 2.487  H1 1.106, O125 1.423, H153 1.074, H159 1.068
196 H 2.794 -3.206 -3.712  C77 1.090
197 H 3.989 -1.380 -4.813  O47 1.005
198 H 2.248 -5.588 0.598  C200 1.072
199 H -7.933 3.762 -0.271  C120 1.089
200 C 3.109 -4.951 0.624  H36 1.090, O105 1.474, C189 1.536, H198 1.072
201 H 6.003 -2.330 -3.674  N191 1.002
202 H 4.403 5.188 0.884  C88 1.073
203 H -0.668 0.695 -0.144  N62 1.003
204 O 4.422 -0.458 4.240  C24 1.411, C119 1.426
205 H -4.797 1.858 0.836  C121 1.104
206 C -6.269 0.010 4.918  N52 1.442, C143 1.481, H156 1.094, H168 1.125
207 H -5.678 -1.227 -4.097  C57 1.080

max |F| = 2.861 eV/Å
net charge = 0
energy above the lowest of the compared OMol25 structures with the same formula, charge and spin = 0.744 eV
lowest unoccupied orbital energy = 0.0193 Ha
E = -103296.4050 eV
E_HOMO = -8.23 eV
M = 1134.6 u
structure (SMILES) = COCCNCCOC.COCCNCCOC.COCCNCCOC.COCCNCCOC.COCCNCCOC.COCCNCCOC.COCCNCCOC.CCO.CCO.CCO.CCO.O
HOMO-LUMO gap = 8.750 eV